--- 1 ---
ORCA calculation (wB97M-V/def2-TZVPD) on a structure of composition C4H6S.

Structure (ORCA input):
```
! RIJCOSX wB97M-V def2-TZVPD def2/J DEFGRID3
* xyz 0 1
C 1.40 -0.06 -0.16
C 0.06 -0.12 0.02
C -0.05 0.90 1.07
C -0.97 -0.77 -0.89
S 1.83 1.01 1.14
H 2.14 -0.60 -0.61
H -0.42 1.71 0.49
H -0.43 0.65 2.03
H -0.92 -0.31 -1.88
H -1.82 -0.54 -0.27
H -0.82 -1.86 -0.94
*
```

Computed properties:
Gap between HOMO and LUMO ... 8.9 eV



--- 2 ---
ORCA calculation (wB97M-V/def2-TZVPD) on the molecule C4H6S.

Structure (ORCA input):
```
! RIJCOSX wB97M-V def2-TZVPD def2/J DEFGRID3
* xyz 0 1
C -0.12 -0.57 -2.00
C -0.46 -0.58 -0.71
C -0.05 0.46 0.17
C 0.30 0.30 1.74
H -0.51 -1.34 -2.60
H 0.74 0.23 -2.35
H -1.27 -1.00 0.00
H 0.84 0.77 -0.24
H 0.22 -0.50 2.47
H 1.19 0.82 2.04
S -0.89 1.41 1.48
*
```

Computed properties:
Gap between HOMO and LUMO ... 9.6 eV



Which of them is the most stable? Correct choice: 1.



--- 1 ---
ORCA calculation (wB97M-V/def2-TZVPD) on a structure of composition C4H6S.

Structure (ORCA input):
```
! RIJCOSX wB97M-V def2-TZVPD def2/J DEFGRID3
* xyz 0 1
C -1.11 -0.76 -0.96
C 0.47 -0.37 -0.76
C 1.02 0.47 0.40
C 0.22 1.01 1.40
H -1.23 -1.82 -0.17
H -1.18 -0.77 -2.37
H -1.79 0.38 -0.27
H 2.18 0.46 0.59
H -0.91 1.21 1.22
H 0.72 1.38 2.49
S 1.61 -1.21 -1.55
*
```

Computed properties:
Gap between HOMO and LUMO ... 8.0 eV



--- 2 ---
ORCA calculation (wB97M-V/def2-TZVPD) on a structure of composition C4H6S.

Structure (ORCA input):
```
! RIJCOSX wB97M-V def2-TZVPD def2/J DEFGRID3
* xyz 0 1
C -0.70 2.00 -0.05
C -0.98 0.74 0.11
C 0.71 -0.35 -0.01
C 0.49 -1.79 0.00
S 2.09 0.55 -0.06
H -1.47 2.73 -0.18
H 0.30 2.17 -0.14
H -1.81 0.20 0.14
H 0.24 -1.98 0.95
H -0.23 -1.99 -0.64
H 1.36 -2.29 -0.13
*
```

Computed properties:
Gap between HOMO and LUMO (spin up / spin down) ... 8.6 / 8.6 eV



Which of them is the most stable? Correct choice: 2.



--- 1 ---
ORCA calculation (wB97M-V/def2-TZVPD) on the molecule CH3BrP2.

Structure (ORCA input):
```
! RIJCOSX wB97M-V def2-TZVPD def2/J DEFGRID3
* xyz 0 1
C 0.78 -0.89 -0.40
P -1.34 0.98 0.54
P 0.72 0.75 0.10
Br 2.04 -0.29 2.39
H 0.18 -1.68 -0.27
H 1.69 -1.18 -0.92
H -0.76 2.24 0.89
*
```

Computed properties:
Gap between HOMO and LUMO (spin up / spin down) ... 6.3 / 6.5 eV



--- 2 ---
ORCA calculation (wB97M-V/def2-TZVPD) on a cluster of 2 separate species, CH3BrP2 in total.

Structure (ORCA input):
```
! RIJCOSX wB97M-V def2-TZVPD def2/J DEFGRID3
* xyz 0 1
C 1.44 0.13 -0.39
P 2.48 1.28 0.24
P -0.56 0.10 -0.25
Br -3.76 -0.17 0.25
H 1.71 -0.83 -0.85
H -0.38 -1.22 0.12
H -0.93 0.72 0.87
*
```

Computed properties:
Gap between HOMO and LUMO (spin up / spin down) ... 4.8 / 8.0 eV



Which of them is the most stable? Correct choice: 1.



--- 1 ---
ORCA calculation (wB97M-V/def2-TZVPD) on the ion C2H6BrOS with charge +1.

Structure (ORCA input):
```
! RIJCOSX wB97M-V def2-TZVPD def2/J DEFGRID3
* xyz 1 1
C -0.44 -0.08 -1.45
C -0.16 -0.22 1.49
O 0.43 1.93 0.12
S 0.52 0.49 -0.03
Br 2.60 -0.40 0.04
H -0.15 0.39 -2.45
H -1.48 0.15 -1.31
H -0.11 -1.16 -1.52
H -0.89 0.58 1.91
H 0.48 -0.56 2.13
H -0.80 -1.11 1.06
*
```

Computed properties:
Gap between HOMO and LUMO ... 9.9 eV



--- 2 ---
ORCA calculation (wB97M-V/def2-TZVPD) on the ion C2H6BrOS with charge +1.

Structure (ORCA input):
```
! RIJCOSX wB97M-V def2-TZVPD def2/J DEFGRID3
* xyz 1 1
C 0.25 0.17 -1.47
C 0.40 0.11 1.46
O -0.55 -1.97 -0.03
S -0.55 -0.43 -0.03
Br -2.51 0.49 -0.04
H 0.59 1.26 -1.34
H -0.32 0.01 -2.28
H 1.14 -0.33 -1.61
H 0.37 -0.78 2.16
H -0.21 0.92 2.00
H 1.38 0.55 1.17
*
```

Computed properties:
Gap between HOMO and LUMO ... 10.4 eV



Which of them is the most stable? Correct choice: 2.



--- 1 ---
ORCA calculation (wB97M-V/def2-TZVPD) on a cluster of 5 separate species, C6H20NO5 in total.

Structure (ORCA input):
```
! RIJCOSX wB97M-V def2-TZVPD def2/J DEFGRID3
* xyz 1 1
C 0.80 -2.84 1.32
O 0.31 -1.85 2.23
C -0.13 -3.05 0.11
C -1.06 -1.92 -0.40
C -0.50 -0.48 -0.40
C 0.33 0.10 -1.25
C -0.41 1.00 1.46
N -1.12 0.30 0.64
H 1.80 -2.38 1.11
H 1.02 -3.77 1.88
H 0.58 -2.07 3.13
H 0.47 -3.46 -0.71
H -0.84 -3.89 0.24
H -1.16 -2.15 -1.50
H -2.05 -2.05 0.03
H 0.69 1.12 -1.25
H 0.78 -0.54 -2.00
H 0.63 1.05 1.25
H -0.94 1.32 2.35
H -2.15 0.34 0.65
H -4.40 0.40 -0.04
H -4.14 -1.01 -0.50
O -3.68 -0.24 -0.15
H 0.39 3.58 0.32
H -0.21 3.98 1.56
O -0.34 3.28 0.91
H 2.72 1.73 -3.45
H 3.02 1.00 -2.02
O 3.00 1.83 -2.54
H 2.31 3.08 -1.52
H 2.40 4.19 -0.75
O 1.84 3.40 -0.70
*
```

Computed properties:
Gap between HOMO and LUMO ... 10.2 eV



--- 2 ---
ORCA calculation (wB97M-V/def2-TZVPD) on a cluster of 5 separate species, C6H20NO5 in total.

Structure (ORCA input):
```
! RIJCOSX wB97M-V def2-TZVPD def2/J DEFGRID3
* xyz 1 1
O 0.79 2.29 -1.10
C 1.11 1.55 -0.16
C 1.48 0.11 -0.36
C 0.77 -0.84 0.62
C 1.53 -2.18 0.64
C 2.79 -2.20 0.87
C 0.66 -3.31 0.28
N 1.09 -0.25 -1.80
H 1.31 1.89 0.85
H 2.72 -0.01 -0.35
H -0.27 -1.04 0.41
H 0.69 -0.37 1.67
H 3.52 -2.92 1.14
H 3.32 -1.24 1.12
H -0.11 -3.15 -0.55
H 0.09 -3.54 1.27
H 1.11 -4.26 0.24
H 1.28 -1.25 -1.85
H 1.42 0.39 -2.60
H -0.02 -0.05 -1.73
H -1.31 3.63 1.71
H -1.51 2.29 2.44
O -1.54 2.70 1.52
H -1.93 -0.26 -3.22
H -1.91 0.10 -1.80
O -1.54 -0.50 -2.44
H -2.78 1.59 -0.93
H -1.34 1.64 -0.10
O -2.01 1.09 -0.44
H -2.93 0.44 1.40
H -3.42 0.42 2.95
O -2.65 0.49 2.34
*
```

Computed properties:
Gap between HOMO and LUMO ... 9.6 eV



Which of them is the most stable? Correct choice: 1.